Record 1
A 2-piece molecular cluster, C3H8N2S3 overall at a distorted geometry. Source: the OMol25 dataset; level of theory: ωB97M-V/def2-TZVPD.

Calculated values
- Orbital gap (spin up / spin down): 7.691 / 7.692 eV
- E: -1423.03798 Ha
- Energy relative to the best compared isomer or geometry (same formula, charge and spin): 290.86 kJ/mol

Each line ends with the Löwdin charge.
Atoms and positions in Å:
1 C 2.61 -1.13 0.40  -0.4881
2 C -1.92 -0.83 -0.19  -1.0949
3 C -2.45 1.82 -0.38  -0.3383
4 N 1.30 -0.97 0.18  -0.2015
5 N 0.57 0.13 0.04  0.0011
6 S -1.53 -2.40 0.24  0.5430
7 S 3.71 0.27 0.58  0.7347
8 S -2.74 0.31 0.74  0.8312
9 H 3.08 -1.93 0.83  0.0270
10 H -1.76 -0.61 -1.21  -0.0071
11 H -1.46 2.24 -0.27  0.0137
12 H -3.23 2.68 -0.02  0.0907
13 H -2.58 1.68 -1.40  0.0006
14 H 0.65 -1.78 0.23  0.0363
15 H 1.09 1.02 0.08  0.0195
16 H 4.66 -0.51 0.16  -0.1679

Record 2
The molecule C5H9NO at a distorted geometry. Source: the OMol25 dataset; level of theory: ωB97M-V/def2-TZVPD.

Calculated values
- Orbital gap: 7.795 eV
- E: -325.72512 Ha
- Energy relative to the best compared isomer or geometry (same formula, charge and spin): 557.74 kJ/mol

Each line ends with the Löwdin charge.
Atoms and positions in Å:
1 C -2.16 -0.25 -0.27  -0.0518
2 C -0.70 -0.67 -0.35  -0.3566
3 C 0.19 0.54 -0.11  -0.1987
4 C 2.13 1.48 0.14  -0.0627
5 O 1.59 0.02 -0.27  -0.1226
6 C -0.35 -1.69 0.65  -0.1946
7 N 0.00 -2.45 1.45  0.1672
8 H -2.37 0.51 -1.02  0.0898
9 H -2.39 0.16 0.72  0.0945
10 H -2.81 -1.11 -0.45  0.0869
11 H -0.45 -1.06 -1.34  0.1533
12 H 0.02 1.30 -0.88  0.1302
13 H -0.02 1.01 0.86  0.1304
14 H 2.60 1.25 1.10  -0.0030
15 H 2.87 1.65 -0.63  -0.0115
16 H 1.84 -0.68 0.38  0.1491

Record 3
The molecule C4H9BO at a distorted geometry. Source: the OMol25 dataset; level of theory: ωB97M-V/def2-TZVPD.

Calculated values
- Orbital gap: 11.083 eV
- E: -257.91443 Ha
- Energy relative to the best compared isomer or geometry (same formula, charge and spin): 28.08 kJ/mol
- SMILES string: CB1CCCO1

Each line ends with the Löwdin charge.
Atoms and positions in Å:
1 C -2.21 0.61 0.01  -0.0069
2 B -0.74 0.01 -0.03  -0.5133
3 C 0.56 0.87 0.23  -0.1025
4 C 1.61 -0.04 -0.41  -0.1608
5 C 1.00 -1.42 0.08  -0.1593
6 O -0.36 -1.26 -0.28  0.0384
7 H -2.70 0.25 0.88  0.0307
8 H -2.92 0.23 -0.87  0.1081
9 H -2.15 1.73 0.00  0.0634
10 H 0.63 1.86 -0.16  0.0821
11 H 0.81 1.04 1.37  0.1479
12 H 1.58 -0.11 -1.44  0.0726
13 H 2.71 0.07 -0.12  0.1322
14 H 1.21 -2.42 -0.43  0.1474
15 H 0.96 -1.41 1.19  0.1202

Record 4
C24H37O2SiTb as an isolated structure at a distorted geometry. Source: the OMol25 dataset; level of theory: ωB97M-V/def2-TZVPD.

Calculated values
- Orbital gap (spin up / spin down): 6.523 / 6.597 eV
- <S²>: 12.71
- E: -2200.84593 Ha
- Energy relative to the best compared isomer or geometry (same formula, charge and spin): 510.69 kJ/mol
- Spin multiplicity: 7

Each line ends with the Mulliken spin population.
Atoms and positions in Å:
1 O -3.00 1.24 -3.61  0.0007
2 C -4.18 1.23 -2.67  0.0002
3 C -4.91 0.14 -3.53  0.0001
4 H -4.66 2.23 -2.57  0.0001
5 H -4.00 0.76 -1.59  0.0002
6 C -3.40 -0.01 -4.27  0.0001
7 H -5.94 0.39 -3.83  0.0000
8 H -5.11 -0.77 -2.97  0.0000
9 C -3.26 0.72 -5.67  0.0000
10 H -3.30 1.83 -5.80  0.0000
11 H -4.03 0.42 -6.36  0.0000
12 H -2.33 0.59 -6.17  0.0000
13 C -2.57 -1.34 -3.71  -0.0003
14 H -2.79 -1.67 -2.68  0.0001
15 H -1.47 -1.40 -3.71  0.0000
16 H -2.86 -2.30 -4.14  0.0000
17 Tb -0.32 2.52 0.06  5.9829
18 C -0.79 -0.09 1.27  -0.0363
19 C -0.87 0.97 2.19  0.0213
20 C -2.05 1.72 1.92  0.0129
21 H -0.13 1.19 2.95  -0.0031
22 C -2.71 1.09 0.81  -0.0072
23 C -1.90 0.00 0.38  0.0005
24 H -2.14 -0.70 -0.41  -0.0006
25 H -0.08 -0.92 1.32  0.0030
26 H -2.43 2.58 2.48  -0.0002
27 H -3.73 1.29 0.49  0.0008
28 C 1.45 0.41 -0.21  -0.0044
29 C 0.74 -0.36 -1.19  0.0084
30 C 0.64 0.42 -2.36  -0.0032
31 H 0.40 -1.39 -1.09  0.0006
32 C 1.20 1.71 -2.08  -0.0214
33 C 1.78 1.67 -0.78  0.0087
34 H 2.32 2.46 -0.24  -0.0008
35 H 1.78 0.08 0.77  -0.0100
36 H 0.32 0.06 -3.33  0.0003
37 H 1.27 2.52 -2.80  0.0040
38 O -0.22 3.97 -1.50  0.0409
39 C -1.29 3.97 -2.58  -0.0048
40 C -1.77 5.41 -2.77  0.0010
41 H -2.16 3.56 -2.14  0.0041
42 H -0.91 3.49 -3.47  -0.0018
43 C -1.32 6.13 -1.48  -0.0029
44 H -2.86 5.28 -2.79  -0.0001
45 H -1.51 5.86 -3.74  0.0000
46 C -0.39 5.20 -0.72  0.0045
47 H -2.23 6.31 -0.89  -0.0004
48 H -0.92 7.11 -1.78  -0.0003
49 H -0.87 4.91 0.23  0.0039
50 H 0.53 5.74 -0.51  -0.0012
51 C 3.31 -0.18 2.83  -0.0006
52 Si 2.82 1.51 3.48  -0.0011
53 C 1.90 1.30 5.09  0.0005
54 C 4.38 2.50 3.77  -0.0001
55 C 1.69 2.36 2.26  -0.0142
56 C 1.02 3.22 1.64  0.0146
57 H 3.90 -0.67 3.61  0.0000
58 H 3.93 -0.11 1.94  0.0000
59 H 2.46 -0.82 2.60  0.0003
60 H 2.62 1.27 5.91  0.0001
61 H 1.22 2.14 5.26  0.0000
62 H 1.31 0.37 5.13  0.0000
63 H 5.03 2.52 2.89  0.0001
64 H 4.17 3.54 4.04  0.0000
65 H 4.97 2.07 4.59  0.0000

Record 5
C6H11N as an isolated structure at a distorted geometry. Source: the OMol25 dataset; level of theory: ωB97M-V/def2-TZVPD.

Calculated values
- Orbital gap: 9.362 eV
- E: -289.81097 Ha
- Energy relative to the best compared isomer or geometry (same formula, charge and spin): 421.96 kJ/mol

Each line ends with the Löwdin charge.
Atoms and positions in Å:
1 C -1.36 0.76 -1.06  -0.1534
2 C -0.13 0.01 -1.03  -0.0859
3 C 0.08 0.68 0.32  -0.5324
4 C -0.39 -2.20 -0.93  0.0976
5 C 1.29 1.66 0.44  -0.0146
6 C 0.03 -0.25 1.56  -0.0343
7 N -1.26 1.30 0.10  0.1228
8 H -2.23 0.69 -1.74  0.1136
9 H 0.71 0.03 -1.68  0.0855
10 H -0.60 -2.19 0.07  -0.0509
11 H 0.59 -2.37 -1.34  0.0141
12 H -1.34 -2.40 -1.50  0.0472
13 H 1.29 2.25 1.31  0.0522
14 H 1.07 2.37 -0.40  0.0960
15 H 2.21 1.18 0.33  0.0614
16 H 0.65 -1.08 1.38  0.0619
17 H -0.88 -0.69 1.67  0.0399
18 H 0.29 0.24 2.48  0.0793

Record 6
The molecule C5H14N2 at a distorted geometry. Source: the OMol25 dataset; level of theory: ωB97M-V/def2-TZVPD.

Calculated values
- Orbital gap: 9.620 eV
- E: -308.35660 Ha
- Energy relative to the best compared isomer or geometry (same formula, charge and spin): 174.50 kJ/mol
- SMILES string: CCN(C)CCN

Each line ends with the Löwdin charge.
Atoms and positions in Å:
1 C 2.96 -0.74 -0.33  -0.0978
2 C 1.79 0.21 -0.10  -0.2796
3 N 0.46 -0.36 -0.36  -0.2200
4 C 0.15 -1.44 0.59  -0.0967
5 C -0.57 0.68 -0.28  -0.2267
6 C -2.05 0.23 -0.24  -0.2265
7 N -2.72 1.41 0.48  -0.0382
8 H 2.88 -1.20 -1.33  0.0806
9 H 3.95 -0.31 -0.35  0.0679
10 H 2.85 -1.59 0.34  0.0510
11 H 1.73 1.08 -0.76  0.1108
12 H 1.97 0.59 0.94  0.1208
13 H -0.26 -1.08 1.54  0.0914
14 H 1.05 -2.01 0.72  0.0543
15 H -0.55 -2.14 0.12  0.0827
16 H -0.36 1.46 0.46  0.1085
17 H -0.52 1.27 -1.22  0.1201
18 H -2.54 0.43 -1.20  0.0989
19 H -2.41 -0.72 0.13  0.0905
20 H -2.49 1.21 1.45  0.0526
21 H -3.74 1.35 0.51  0.0552

Record 7
A 2-piece molecular cluster, C3HBrF4 overall at a distorted geometry. Source: the OMol25 dataset; level of theory: ωB97M-V/def2-TZVPD.

Calculated values
- Orbital gap: 9.874 eV
- E: -3088.26590 Ha
- Energy relative to the best compared isomer or geometry (same formula, charge and spin): 131.18 kJ/mol

Each line ends with the Löwdin charge.
Atoms and positions in Å:
1 C 0.16 -0.37 -1.28  -0.4613
2 C 1.11 0.36 -1.90  -0.5037
3 C -1.66 -0.07 2.57  -0.1523
4 F 0.87 1.02 -2.97  0.1591
5 F 2.39 0.46 -1.46  0.0791
6 F -1.74 -0.60 3.79  0.0274
7 F -0.80 0.86 2.65  0.0633
8 Br 0.56 -1.30 0.38  0.6759
9 H -0.88 -0.36 -1.80  0.1126

Which of these has the lowest energy relative to the best compared isomer or geometry (same formula, charge and spin)? C4H9BO